ORCA calculation (ωB97M-V/def2-TZVPD) on C16H64N32O16 as an isolated structure at a distorted geometry.

The total energy is -3604.4884 Eh. For the molar mass, the calculation gives 960.9 g mol⁻¹. As for the HOMO energy: -8.0 eV. Its gap between HOMO and LUMO is 7.89 eV. As for the multiplicity: 1.

Positions of all 128 atoms, in Å:
H -0.496 -3.704 -3.195
H -0.112 -0.223 -3.826
O -2.358 3.142 1.488
C 1.475 -4.293 -3.600
N -3.721 1.087 3.058
H -3.662 4.044 -1.206
H -3.984 -1.896 -1.392
H 0.967 4.033 2.227
C 3.690 -2.784 1.486
O 4.188 0.364 4.892
H 2.125 -1.407 1.552
N 0.215 -0.597 -0.921
H 2.025 0.918 0.108
C 4.591 -0.833 -1.532
O 1.775 0.448 -3.235
N -0.586 -0.594 3.723
O -1.171 -3.317 -1.556
N 0.280 -1.610 5.564
N -3.130 -1.940 1.191
C -1.080 -3.854 -0.437
N 4.919 3.062 -1.825
C -3.707 0.835 4.401
H 3.694 -2.343 -2.432
C 0.507 -1.113 4.316
H 2.795 -2.644 3.305
H -3.028 2.000 -5.589
H -1.276 -5.581 0.625
N -3.431 5.050 0.896
H 3.377 1.326 1.936
N -3.594 -1.777 -2.325
N 5.264 -1.809 -0.848
C 0.127 3.355 4.031
H 4.269 5.402 0.258
H -0.617 -1.052 -1.260
N 0.135 -4.163 -3.845
O -1.232 2.221 -4.009
H 5.212 5.372 -1.250
N 4.499 5.012 -0.639
N 3.348 1.304 -4.682
H 1.014 -3.719 -1.761
N -3.386 -2.823 -4.386
H -5.934 -3.289 2.095
H -2.566 -2.500 1.801
N 1.751 2.645 -3.754
H 2.740 -4.081 -1.987
C 4.522 3.619 -0.657
O 1.575 -1.291 3.702
H -5.688 0.588 4.230
H -1.983 3.243 3.767
H 2.182 3.485 -4.082
H -0.172 -4.546 -4.721
H -1.292 -0.189 4.357
H 5.300 -2.716 -1.287
H -0.714 3.778 2.156
H -2.780 3.159 -0.133
H 1.041 -1.976 6.105
C 4.271 0.847 3.769
H 0.240 -2.488 0.182
H 6.194 1.342 4.052
N 3.281 0.960 2.865
N 1.822 -3.887 -2.335
H 3.904 -4.030 3.045
H 0.957 -0.455 -1.599
N 2.991 -1.664 1.112
N -1.888 4.065 -0.514
H 1.291 0.928 1.617
C 0.195 -0.069 0.348
O -5.185 -1.631 0.352
O 2.302 -4.686 -4.414
H -3.252 0.180 -1.880
H 4.971 2.037 -1.836
H 5.544 1.768 2.458
C -3.956 1.981 -1.500
N -3.433 3.114 -0.900
H -3.095 0.246 -5.655
N 1.402 0.428 0.738
O -2.670 0.731 5.044
O -0.859 -0.054 0.998
O 4.832 0.362 -1.325
H 5.186 3.692 -2.556
H 6.085 -1.586 -0.313
C -2.526 4.065 0.683
H -2.875 -1.207 0.561
N 5.521 1.245 3.315
H 3.055 -0.797 -3.001
C -4.083 -2.696 -3.204
H -3.092 0.736 -0.148
H -2.865 1.131 2.522
H 3.308 -1.295 0.235
H -0.615 -1.439 5.983
N -4.957 -3.072 2.110
H -2.507 -5.319 -0.566
C -1.593 1.169 -4.519
N -0.269 -3.306 0.501
O 4.286 2.967 0.357
N 3.395 -3.227 2.729
N -3.215 0.864 -1.133
C 2.279 1.404 -3.830
H -2.190 4.733 -1.201
N -0.930 -0.033 -4.377
H -0.519 -0.343 2.726
H -1.323 2.881 5.317
H -3.974 5.001 1.739
H -3.607 5.767 0.217
N -1.179 3.081 4.342
H 2.397 0.562 3.137
C -4.470 -2.187 1.190
H -3.862 -3.487 -4.978
H -2.387 -2.940 -4.329
H 3.774 2.170 -4.951
H -5.211 0.849 5.882
O 4.585 -3.246 0.773
H -4.242 -3.598 2.578
H 0.017 -3.752 1.356
N -1.621 -5.065 -0.164
O -4.812 2.000 -2.355
N 3.673 -1.341 -2.388
H -4.583 1.052 2.543
N -4.971 0.684 4.925
O -5.006 -3.452 -2.926
N -2.639 1.096 -5.385
H -2.634 -1.500 -2.437
H -0.994 3.637 -0.672
H -1.356 -0.774 -4.905
H 0.827 2.636 -3.332
N 0.132 3.756 2.718
O 1.101 3.192 4.732
H 3.728 0.441 -5.024

Löwdin population analysis, charges in e, atoms 1 to 8: H 0.0379; H 0.0593; O 0.0191; C -0.6697; N 0.1798; H 0.1121; H 0.0697; H 0.0933

=====

ORCA calculation (ωB97M-V/def2-TZVPD) on a 17-piece molecular cluster, C16H66F2N2O20PS overall at a distorted geometry.

The total energy is -3202.8571 Eh. For the molar mass, the calculation gives 707.7 g mol⁻¹. As for the HOMO energy: -7.0 eV. The total charge is -1. Its gap between HOMO and LUMO is 8.99 eV. As for the multiplicity: 1.

Positions of all 108 atoms, in Å:
H -2.648 1.926 -1.184
H 7.277 -6.480 1.350
O 7.454 3.630 2.417
H 2.679 5.334 1.007
O -7.355 1.089 -1.948
H -3.018 0.733 5.567
O -1.169 -5.054 -0.475
H 5.405 -4.089 1.094
H 2.741 -0.748 -0.642
C -0.496 -0.869 -2.352
H -0.789 5.928 -2.107
H 7.610 -0.938 2.261
H 3.973 -4.157 0.572
H -8.194 0.988 -1.491
H 1.431 4.720 -0.707
H 3.712 0.487 -3.087
C 3.187 -1.031 -1.590
C -1.719 1.501 -1.560
H 7.310 4.538 2.696
H 2.479 -1.407 -3.546
H -5.384 0.692 4.032
H -2.059 3.956 -2.028
H -6.741 1.328 -1.240
H -5.357 1.870 0.579
N 0.948 -2.758 0.563
C -0.063 -2.195 0.443
H -1.063 -0.678 -3.258
H -2.437 -10.566 -1.554
O -2.857 -0.097 5.111
H -8.902 0.755 1.791
C 4.034 0.150 -2.110
H -5.704 -2.596 -1.253
H -5.787 3.231 0.046
H -0.426 -1.953 -2.286
H -1.868 1.379 -2.631
O -3.225 -7.415 -0.898
O -1.682 1.812 1.661
H 7.244 -1.363 3.675
C 4.127 -0.612 1.768
C -0.232 5.034 -1.829
H -3.767 0.075 -1.408
H -2.375 -6.954 -0.918
C -5.359 -1.788 -0.616
H 0.960 0.201 -3.498
N 0.741 5.457 -0.791
H 3.169 -0.975 2.129
H -5.703 -0.840 -1.011
H 1.182 0.440 -1.795
H 3.810 -1.907 -1.451
H 5.073 -0.178 -2.186
C -3.135 -0.797 -1.330
O 4.734 -3.571 0.633
H 1.658 -2.367 -2.354
O -1.636 -10.282 -1.106
O -8.082 0.271 1.927
H 4.174 2.344 2.496
H 4.729 3.751 2.514
H -6.233 3.221 4.866
H -1.578 4.223 -0.367
H -7.394 0.914 1.716
C 2.046 -1.370 -2.543
H 0.223 5.476 0.079
H 0.098 2.500 -2.155
C -3.830 -1.855 -0.494
P -1.399 -0.228 -0.838
H 0.326 4.714 -2.704
H 6.985 3.105 3.078
O -1.232 -1.815 0.088
H 4.434 -1.311 1.006
C 0.926 -0.313 -2.540
H 4.815 -0.654 2.606
H -0.085 2.359 -0.409
H -3.601 -1.775 0.561
H -3.065 -1.212 -2.333
H -7.065 3.713 3.714
H 6.461 -5.977 0.163
H -5.836 -1.915 0.351
S -2.402 0.694 1.120
O 2.923 4.425 1.216
O -6.812 3.949 4.612
H -2.629 0.181 4.215
C 4.810 1.062 0.175
O -4.931 1.489 3.737
H -0.315 -4.604 -0.497
H 5.246 1.970 -4.072
H -0.185 0.190 -0.213
O -6.143 2.397 0.363
F -3.416 -3.124 -0.949
H -3.861 -6.720 -1.085
C -0.619 2.547 -1.336
H 4.478 2.643 -5.205
H 5.598 0.319 0.045
O 6.828 -5.702 1.009
C -1.200 3.968 -1.356
H 2.385 4.196 1.980
F -2.312 -0.437 2.303
O 4.581 2.994 3.090
C 4.059 1.332 -1.126
H -1.806 -4.349 -0.654
H -1.819 -9.363 -0.880
H 5.307 1.989 0.467
O -3.840 0.889 0.991
O 4.356 2.192 -4.364
O 3.966 0.705 1.260
H 3.029 1.579 -0.875
H 4.503 2.206 -1.597
O 7.082 -1.577 2.751
H -4.466 1.210 2.935

Löwdin population analysis, charges in e, atoms 1 to 8: H 0.0598; H 0.0400; O -0.0703; H 0.0322; O -0.0736; H 0.0273; O -0.0580; H 0.0052

=====

ORCA calculation (ωB97M-V/def2-TZVPD) on C16H6Br4IO2Pd as an isolated structure at a distorted geometry.

The total energy is -11485.4620 Eh. For the molar mass, the calculation gives 783.2 g mol⁻¹. As for the HOMO energy (alpha / beta): -3.9 / -3.9 eV. The total charge is -1. Its gap between HOMO and LUMO (alpha / beta) is 5.57 / 5.62 eV. As for the multiplicity: 1.

Positions of all 30 atoms, in Å:
H 0.105 3.361 -0.692
H -4.936 -0.313 -3.189
C -3.108 -1.382 -2.794
C -2.075 1.093 -1.977
H 1.542 1.356 -0.569
Br 4.379 1.320 4.553
C -1.247 -0.066 -1.901
Br 4.818 0.985 1.258
H -4.014 1.872 -2.503
C 3.451 0.034 2.168
O 2.868 -0.935 0.089
Pd 1.042 -1.687 -0.788
C -3.914 -0.227 -2.842
H -3.500 -2.338 -3.114
H -2.189 3.204 -1.577
C 1.403 -1.347 3.388
C 3.262 0.170 3.543
C 0.075 0.046 -1.390
O 0.788 -2.250 1.291
C 1.579 -1.514 2.007
C -0.278 2.411 -1.046
I -0.617 -3.067 -2.327
C 0.539 1.264 -0.971
C 2.233 -0.534 4.159
C -3.403 0.978 -2.455
Br 1.966 -0.400 6.032
C -1.551 2.328 -1.535
Br -0.050 -2.291 4.160
C -1.827 -1.271 -2.347
C 2.658 -0.800 1.367

natural (NBO) population analysis, charges in e, atoms 1 to 8: H 0.2108; H 0.2098; C -0.2818; C 0.0399; H 0.2442; Br 0.0452; C -0.2172; Br 0.0348

=====

ORCA calculation (ωB97M-V/def2-TZVPD) on C16H7F8IrNS6 as an isolated structure.

The total energy is -3960.3878 Eh. Its expectation value of S² is 0.798. For the molar mass, the calculation gives 749.8 g mol⁻¹. As for the HOMO energy (alpha / beta): -14.8 / -15.0 eV. The total charge is +2. Its gap between HOMO and LUMO (alpha / beta) is 6.37 / 5.41 eV. As for the multiplicity: 2.

Positions of all 39 atoms, in Å:
F 6.596 -0.760 -1.756
C -4.497 -2.893 1.289
Ir -0.140 0.066 -0.485
S -1.660 -1.409 -0.041
H 2.594 0.210 0.662
C -3.919 -2.257 -1.347
C -2.900 -1.305 -1.281
F -0.861 4.506 1.335
F -0.683 5.221 3.928
H -5.463 -2.399 1.243
C 3.173 -0.861 -2.959
F 5.888 -0.157 -3.714
S -4.849 0.015 -4.724
C 5.660 -0.964 -2.677
H 4.924 -0.161 -0.140
C 4.086 -0.295 -0.809
C 4.269 -0.696 -2.122
H -3.715 -2.216 1.620
S -2.911 -0.106 -2.485
H 1.034 -0.684 -3.074
S -4.114 -3.656 -0.315
C -0.669 3.575 2.260
F 5.735 -2.228 -3.098
C -4.284 -0.697 -3.368
F -0.244 -0.015 2.563
H 3.294 -1.170 -3.988
C -0.355 1.277 2.867
F -0.081 0.720 5.123
S -0.741 1.956 0.147
C 1.919 -0.603 -2.460
C -0.580 3.954 3.584
N 1.738 -0.226 -1.174
S -4.992 -2.099 -2.651
C 2.802 -0.079 -0.359
F -0.295 3.320 5.814
H -4.553 -3.735 1.977
C -0.380 2.979 4.553
C -0.557 2.235 1.869
C -0.268 1.639 4.194

natural (NBO) population analysis, charges in e, atoms 1 to 8: F -0.2937; C -0.7283; Ir 0.3399; S 0.2262; H 0.2397; C -0.3946; C -0.4185; F -0.2685

=====

Question: What is the multiplicity in the second record?
Answer: 1